[1]
{"formula": "CH5N3O", "method": "ωB97M-V/def2-TZVPD", "symbols": ["N", "C", "H", "H", "N", "H", "H", "H", "O", "N"], "xyz": [[-0.838, -0.581, 1.129], [-0.270, 0.019, 0.014], [-1.523, -0.640, -1.270], [1.595, 0.431, 0.679], [0.818, 0.876, 0.243], [-1.082, -1.596, 1.002], [0.878, 0.831, -1.651], [-0.304, -0.556, 1.993], [1.362, 1.349, -0.954], [-0.636, -0.132, -1.185]], "lumo_ev": 0.71, "largest_force_ev_per_a": 1.923, "homo_energy_ev": -9.33, "smiles": "[H]/N=C(\\N)NO", "gap_ev": 10.0371, "de_lowest_kcal_mol": 30.08}


[2]
{"formula": "CH5N3O", "method": "ωB97M-V/def2-TZVPD", "symbols": ["H", "O", "N", "H", "H", "H", "H", "C", "N", "N"], "xyz": [[-3.018, 0.012, -0.222], [-1.183, -0.919, 0.172], [-0.068, -0.665, 0.645], [2.496, -0.345, 0.876], [-1.535, 1.019, -0.785], [-2.088, 0.840, 0.927], [3.422, 0.185, -0.648], [-2.040, 0.294, 0.012], [1.458, -0.210, -0.773], [2.555, -0.211, -0.204]], "lumo_ev": 0.70, "largest_force_ev_per_a": 3.349, "homo_energy_ev": -7.25, "gap_ev": 7.9491, "de_lowest_kcal_mol": 166.55}


[3]
{"formula": "CH5N3O2", "method": "ωB97M-V/def2-TZVPD", "symbols": ["H", "H", "N", "H", "H", "O", "N", "N", "H", "C", "O"], "xyz": [[-1.532, 1.403, -0.315], [-2.854, -0.679, -0.076], [0.776, 0.907, 0.554], [1.513, -1.003, 1.530], [0.788, 1.774, 0.081], [1.446, -1.211, 0.675], [1.530, 0.096, 0.074], [-1.133, 0.500, -0.383], [-1.152, -1.328, -0.882], [-1.744, -0.598, -0.446], [2.361, 0.140, -0.811]], "lumo_ev": 0.77, "largest_force_ev_per_a": 5.855, "homo_energy_ev": -8.78, "smiles": "[H]/N=[N+](\\[O-])O.C=N", "gap_ev": 9.5532, "de_lowest_kcal_mol": 126.29}


[4]
{"formula": "CH5N3O2", "method": "ωB97M-V/def2-TZVPD", "symbols": ["O", "N", "N", "O", "C", "H", "H", "H", "H", "H", "N"], "xyz": [[2.407, 1.471, -0.212], [2.020, 0.349, 0.052], [0.750, -0.022, -0.288], [2.759, -0.584, 0.358], [0.080, -1.044, 0.455], [-0.075, 2.285, -1.178], [-0.587, -0.438, 1.212], [-1.216, 1.213, -0.314], [-0.379, -1.805, -0.138], [0.903, -1.418, 1.204], [-0.377, 1.815, -0.262]], "lumo_ev": [-0.97, -1.65], "largest_force_ev_per_a": 5.274, "homo_energy_ev": [-10.49, -10.37], "gap_ev": [9.5216, 8.7182], "de_lowest_kcal_mol": 153.00}


[5]
{"formula": "CH5N3O2", "method": "ωB97M-V/def2-TZVPD", "symbols": ["N", "C", "H", "N", "H", "O", "N", "O", "H", "H", "H"], "xyz": [[0.830, -0.768, 0.338], [0.632, -0.850, -1.068], [0.278, -1.783, -1.141], [-0.897, 1.341, 0.743], [-1.356, -0.665, 0.948], [-1.955, 1.738, 1.082], [-0.656, 0.015, 1.122], [0.010, 1.899, 0.223], [0.007, -0.029, -1.372], [1.659, -0.877, -1.528], [1.449, -0.019, 0.653]], "lumo_ev": 0.32, "largest_force_ev_per_a": 5.286, "homo_energy_ev": -10.46, "gap_ev": 10.7741, "de_lowest_kcal_mol": 124.78}


[6]
{"formula": "CH5N3O2S", "method": "ωB97M-V/def2-TZVPD", "symbols": ["C", "H", "O", "N", "H", "O", "N", "H", "S", "H", "N", "H"], "xyz": [[2.983, -0.532, 0.051], [1.450, -1.569, 0.740], [3.622, 0.290, -0.478], [2.400, -1.370, 0.646], [-0.352, 0.502, -1.904], [-0.326, -1.726, -0.544], [-0.520, 0.713, -0.932], [-1.064, 1.586, -0.943], [-1.204, -0.664, -0.204], [-0.094, -0.610, 1.828], [-0.944, -0.236, 1.416], [-1.619, -0.205, 2.072]], "lumo_ev": 0.60, "largest_force_ev_per_a": 4.409, "homo_energy_ev": -9.54, "gap_ev": 10.1310, "de_lowest_kcal_mol": 17.83}


[7]
{"formula": "CH5N3O3S", "method": "ωB97M-V/def2-TZVPD", "symbols": ["H", "N", "N", "C", "O", "H", "S", "H", "H", "N", "O", "O", "H"], "xyz": [[-1.226, 0.361, -1.673], [1.503, -0.896, -0.969], [0.596, 0.415, 0.550], [1.645, 0.207, -0.273], [-0.744, -1.692, 0.090], [-2.029, 1.453, -0.543], [-0.994, -0.316, 0.431], [0.886, 1.094, 2.360], [2.390, -1.195, -1.409], [-1.611, 0.503, -0.784], [0.622, 1.531, 1.444], [-1.726, -0.014, 1.632], [0.687, -1.450, -0.856]], "lumo_ev": 0.52, "largest_force_ev_per_a": 3.220, "homo_energy_ev": -8.84, "gap_ev": 9.3529, "de_lowest_kcal_mol": 68.49}


[8]
{"formula": "CH5N3S2", "method": "ωB97M-V/def2-TZVPD", "symbols": ["H", "H", "S", "N", "C", "S", "H", "N", "N", "H", "H"], "xyz": [[1.296, 0.813, -0.578], [-3.110, -0.401, 2.172], [-1.918, -0.972, 1.559], [-1.261, 1.713, 0.287], [2.260, -2.049, -0.945], [-0.597, 0.478, 1.265], [2.475, -2.768, -1.631], [2.140, 0.298, -0.824], [2.004, -0.925, -1.063], [-1.055, 1.464, -0.689], [-2.234, 2.349, 0.447]], "lumo_ev": 0.52, "largest_force_ev_per_a": 4.732, "homo_energy_ev": -8.75, "gap_ev": 9.2723, "de_lowest_kcal_mol": 91.94}


[9]
{"formula": "CH5N4", "method": "ωB97M-V/def2-TZVPD", "symbols": ["H", "H", "H", "N", "N", "H", "N", "C", "H", "N"], "xyz": [[-0.365, 1.878, 0.901], [-0.077, -0.849, 1.829], [1.163, -1.519, -0.884], [-0.230, -1.008, 0.617], [-0.560, 0.988, -0.997], [-0.151, 1.272, -1.887], [1.027, -0.915, -0.074], [0.181, 0.180, -0.159], [-0.981, -1.648, 0.349], [0.219, 1.515, 0.150]], "lumo_ev": -4.34, "largest_force_ev_per_a": 5.200, "homo_energy_ev": -15.18, "smiles": "N1NC12N[NH2+]2", "gap_ev": 10.8391, "de_lowest_kcal_mol": 81.97, "charge": 1}


[10]
{"formula": "CH5N4O2", "method": "ωB97M-V/def2-TZVPD", "symbols": ["O", "H", "N", "H", "N", "N", "H", "N", "H", "O", "H", "C"], "xyz": [[1.312, -0.122, 1.736], [-2.033, -1.306, -1.658], [-0.051, 0.707, 0.029], [-1.774, 1.351, 0.622], [-0.892, 1.065, 0.935], [-0.492, -0.982, -0.838], [-0.632, 0.761, 1.839], [1.979, 0.079, -0.560], [2.932, -0.294, -0.555], [-1.732, -0.965, -0.828], [1.937, 0.853, -1.226], [1.183, 0.173, 0.557]], "lumo_ev": [-6.22, -7.16], "largest_force_ev_per_a": 3.142, "homo_energy_ev": [-14.76, -15.19], "gap_ev": [8.5386, 8.0294], "de_lowest_kcal_mol": 90.21, "charge": 1}


[11]
{"formula": "CH5N5O", "method": "ωB97M-V/def2-TZVPD", "symbols": ["H", "H", "O", "N", "C", "N", "H", "N", "N", "H", "H", "N"], "xyz": [[0.867, 1.822, 0.298], [-0.855, -0.728, 1.669], [0.131, -1.008, 1.916], [-1.742, -0.299, 0.211], [0.309, 0.185, -0.683], [1.018, -0.334, 1.227], [0.515, -1.686, -1.218], [-1.121, 0.128, -0.781], [1.070, -0.876, -0.948], [-2.754, -0.198, 0.054], [1.734, 1.528, -1.092], [0.825, 1.464, -0.655]], "lumo_ev": [-0.44, -0.41], "largest_force_ev_per_a": 3.526, "homo_energy_ev": [-8.14, -8.24], "gap_ev": [7.6977, 7.8340], "de_lowest_kcal_mol": 106.80}


[12]
{"formula": "CH5NO", "method": "ωB97M-V/def2-TZVPD", "symbols": ["H", "O", "C", "H", "H", "H", "N", "H"], "xyz": [[-3.181, -1.539, -0.231], [-3.171, -0.577, -0.180], [1.702, 0.625, 0.667], [-2.605, -0.389, -0.938], [0.585, 0.771, 0.622], [3.117, 0.183, -0.390], [2.089, 0.132, -0.453], [2.424, 0.839, 1.424]], "lumo_ev": 0.94, "largest_force_ev_per_a": 3.487, "homo_energy_ev": -10.53, "smiles": "C=N.O", "gap_ev": 11.4685, "de_lowest_kcal_mol": 22.59}